Formula: C7H17NP
Source: OMol25
Level of theory: the ωB97M-V functional and the def2-TZVPD basis

LUMO level   -4.274 eV
Calculated total energy   -18302.404 eV
Net charge   +1
ΔE to the lowest compared entry with this formula, charge and spin   330.8 kJ/mol

```
26
Properties=species:S:1:pos:R:3:mulliken_charge:R:1
C 2.306 1.021 0.317 -0.934
C 1.571 0.635 -1.006 -0.550
C 1.349 -0.002 0.968 -0.672
C 0.547 -0.031 -0.209 -0.346
C -1.372 -3.319 0.128 -1.288
C -1.082 3.157 0.316 -0.871
C -0.956 -1.757 0.298 -0.406
N -0.014 -1.331 -0.714 0.097
P -1.702 1.468 0.310 0.242
H 3.194 0.538 0.251 0.326
H 2.275 1.979 0.537 0.437
H 1.240 1.476 -1.566 0.263
H 2.310 0.026 -1.543 0.264
H 1.947 -0.944 1.108 0.359
H 0.812 0.250 1.821 0.392
H -2.136 -3.584 0.811 0.400
H -1.866 -3.462 -0.820 0.390
H -0.515 -3.959 0.155 0.361
H -0.137 3.280 0.819 0.302
H -1.927 3.714 0.849 0.376
H -1.133 3.572 -0.693 0.311
H -0.331 -1.601 1.178 0.389
H -1.732 -1.089 0.340 0.300
H -0.542 -1.221 -1.544 0.356
H 0.867 -1.840 -0.725 0.474
H -1.318 1.393 1.611 0.027
```